1.
ORCA calculation (ωB97M-V/def2-TZVPD) on C28H26F6IN4O9S3TeW as an isolated structure in a non-equilibrium geometry.

Results
* LUMO level (spin up / spin down): -0.0613 / -0.0870 hartree
* highest occupied orbital energy (spin up / spin down): -8.2 / -8.9 eV
* expectation value of S²: 3.785
* gap between HOMO and LUMO (spin up / spin down): 6.55 / 6.58 eV
* energy above the lowest of the compared OMol25 structures with the same formula, charge and spin: 3.1680 eV

Structure (ORCA input):
```
! RIJCOSX wB97M-V def2-TZVPD def2/J DEFGRID3
* xyz 0 4
W 1.48 0.37 -0.23
O 5.01 1.02 -1.69
S 3.98 0.06 -1.48
O 3.52 0.05 0.02
O 4.21 -1.27 -1.94
O 2.59 0.58 -1.97
F -0.95 -2.65 -2.31
C -1.77 -3.32 -1.50
F -2.88 -2.62 -1.32
F -2.07 -4.48 -2.08
S -0.96 -3.65 0.14
O -1.09 -2.44 0.91
O -1.57 -4.84 0.61
N 0.55 -3.97 -0.28
S 1.78 -3.06 -0.53
O 2.87 -3.30 0.35
O 1.41 -1.62 -0.77
C 2.33 -3.62 -2.23
F 1.68 -4.73 -2.55
F 3.62 -3.88 -2.21
F 2.05 -2.70 -3.14
I 1.95 -3.26 4.92
C 2.20 -1.74 3.56
C 3.10 -0.70 3.60
N 2.84 0.11 2.55
N 1.85 -0.42 1.78
C 1.45 -1.52 2.40
H 3.88 -0.47 4.30
H 3.58 0.57 2.03
H 0.59 -2.07 2.03
C -4.75 -1.42 4.64
C -3.75 -0.71 3.77
C -3.96 -0.54 2.41
C -3.04 0.10 1.59
C -3.39 0.24 0.13
C -1.85 0.55 2.16
Te -0.52 1.80 1.01
N -0.53 0.01 -0.78
C -0.32 0.75 -1.84
O 0.56 1.69 -1.69
C -0.92 0.47 -3.16
C -0.14 -0.12 -4.14
C -0.70 -0.43 -5.37
C -2.03 -0.14 -5.63
C -2.81 0.46 -4.65
C -2.26 0.77 -3.41
C 1.45 3.39 0.16
C 2.61 2.82 0.64
C 3.81 3.16 -0.02
C 3.76 4.04 -1.08
C 2.54 4.61 -1.48
C 1.33 4.28 -0.88
C 0.02 4.82 -1.36
C -1.62 0.43 3.54
C -0.39 0.96 4.24
C -2.58 -0.21 4.32
H -5.68 -1.61 4.10
H -4.98 -0.83 5.53
H -4.35 -2.38 4.98
H -4.88 -0.91 1.97
H -4.34 -0.25 -0.08
H -2.62 -0.22 -0.47
H -3.48 1.30 -0.15
H 0.90 -0.34 -3.94
H -0.09 -0.91 -6.13
H -2.46 -0.39 -6.59
H -3.84 0.70 -4.85
H -2.87 1.23 -2.64
H 2.61 2.27 1.57
H 4.74 2.72 0.29
H 4.67 4.30 -1.60
H 2.53 5.31 -2.31
H 0.17 5.68 -2.01
H -0.62 5.11 -0.53
H -0.50 4.05 -1.94
H 0.01 1.85 3.76
H 0.39 0.21 4.28
H -0.63 1.22 5.27
H -2.40 -0.31 5.38
*
```


2.
ORCA calculation (ωB97M-V/def2-TZVPD) on C28H26N5OS5SiW as an isolated structure.

Results
* LUMO level: -0.1914 hartree
* highest occupied orbital energy: -11.5 eV
* gap between HOMO and LUMO: 6.30 eV

Structure (ORCA input):
```
! RIJCOSX wB97M-V def2-TZVPD def2/J DEFGRID3
* xyz 1 1
W 0.55 1.07 -1.42
C 1.98 -2.05 1.62
C 1.32 -1.45 0.41
N 1.07 -0.17 0.36
N 1.32 0.47 1.58
C 1.11 1.73 1.63
S 0.64 2.75 0.28
S 1.34 2.61 3.11
C 1.34 1.26 4.31
C 2.64 0.50 4.48
C 2.70 -0.45 5.49
C 3.85 -1.20 5.69
C 4.96 -1.00 4.87
C 4.91 -0.04 3.87
C 3.75 0.71 3.68
C 0.94 -2.37 -0.68
C 0.91 -3.75 -0.45
C 0.53 -4.63 -1.45
C 0.20 -4.15 -2.71
C 0.21 -2.78 -2.96
C 0.55 -1.93 -1.94
O 0.51 -0.59 -2.18
H 2.58 -1.31 2.14
H 2.60 -2.89 1.32
H 1.22 -2.40 2.32
H 0.52 0.60 4.03
H 1.06 1.75 5.24
H 1.84 -0.61 6.14
H 3.89 -1.94 6.48
H 5.86 -1.58 5.02
H 5.77 0.13 3.24
H 3.73 1.47 2.91
H 1.17 -4.14 0.52
H 0.49 -5.69 -1.24
H -0.07 -4.83 -3.50
H -0.05 -2.37 -3.93
C -5.98 -0.80 -2.72
Si -4.92 0.73 -2.81
C -5.90 2.24 -2.39
C -4.14 0.85 -4.49
C -3.63 0.50 -1.42
C -4.04 -0.04 -0.20
C -3.15 -0.25 0.86
C -1.83 0.07 0.68
N -1.41 0.59 -0.48
C -2.28 0.82 -1.47
S -1.41 1.66 -2.76
H -6.69 -0.81 -3.54
H -6.56 -0.85 -1.80
H -5.38 -1.71 -2.79
H -6.70 2.40 -3.12
H -5.27 3.14 -2.39
H -6.36 2.16 -1.40
H -4.91 0.71 -5.24
H -3.37 0.08 -4.64
H -3.68 1.82 -4.66
H -5.08 -0.31 -0.06
H -3.48 -0.65 1.80
H -1.09 -0.08 1.45
S 3.00 0.97 -1.45
C 2.92 2.59 -2.05
S 1.37 2.80 -2.83
C 3.85 3.54 -1.85
C 5.05 3.23 -1.12
N 6.01 2.97 -0.53
C 3.64 4.89 -2.29
N 3.47 5.98 -2.63
*
```


3.
ORCA calculation (ωB97M-V/def2-TZVPD) on C28H26N7O4Pt as an isolated structure in a non-equilibrium geometry.

Results
* LUMO level: -0.1504 hartree
* highest occupied orbital energy: -10.0 eV
* gap between HOMO and LUMO: 5.86 eV
* energy above the lowest of the compared OMol25 structures with the same formula, charge and spin: 1.2220 eV

Structure (ORCA input):
```
! RIJCOSX wB97M-V def2-TZVPD def2/J DEFGRID3
* xyz 1 1
Pt -0.47 -0.06 -0.17
O -0.43 -6.76 -1.65
C 0.64 -6.13 -1.65
O 1.81 -6.36 -2.00
C 0.47 -4.66 -1.07
C 1.52 -3.77 -1.08
C 1.29 -2.45 -0.74
N 0.08 -2.03 -0.33
C -0.94 -2.91 -0.30
C -0.79 -4.22 -0.68
C -2.23 -2.32 0.07
C -3.29 -3.06 0.56
C -4.49 -2.43 0.83
C -4.59 -1.06 0.60
C -3.50 -0.38 0.13
N -2.33 -0.99 -0.14
C 2.28 -1.39 -0.99
C 3.65 -1.60 -0.90
C 4.50 -0.58 -1.30
C 3.95 0.58 -1.81
C 2.58 0.71 -1.83
N 1.74 -0.24 -1.41
H 2.50 -4.11 -1.41
H -1.62 -4.92 -0.70
H -3.16 -4.12 0.74
H -5.33 -2.99 1.20
H -5.51 -0.53 0.78
H -3.55 0.68 -0.08
H 4.03 -2.54 -0.52
H 5.57 -0.71 -1.22
H 4.58 1.37 -2.19
H 2.12 1.61 -2.23
C -3.63 4.54 -0.49
C -2.81 3.50 0.18
C -2.53 3.26 1.51
C -1.72 2.11 1.55
N -1.52 1.67 0.30
N -2.19 2.52 -0.51
C -1.15 1.42 2.75
H -3.98 5.26 0.24
H -4.50 4.09 -0.97
H -3.05 5.06 -1.25
H -2.86 3.84 2.36
H -2.16 2.41 -1.51
H -1.85 1.46 3.58
H -0.23 1.92 3.07
H -0.91 0.39 2.52
O -1.36 6.04 -2.49
C -0.02 6.47 -2.26
N 0.67 5.40 -1.60
C 0.97 5.43 -0.27
O 0.88 6.42 0.42
C 1.44 4.13 0.32
C 2.30 4.15 1.42
C 2.66 2.95 2.00
C 2.08 1.78 1.53
N 1.23 1.76 0.50
C 0.96 2.91 -0.11
H -1.80 6.71 -3.03
H 0.02 7.33 -1.60
H 0.48 6.70 -3.20
H 0.77 4.54 -2.12
H 2.67 5.10 1.79
H 3.35 2.91 2.84
H 2.31 0.82 1.99
H 0.30 2.85 -0.97
*
```


Calculated calculated total energy (eV), listed in the same order as above: -119871.2325, -102831.7723, -51319.8491